20
Properties=species:S:1:pos:R:3 method="wB97M-V/def2-TZVPD" energy_ha=-348.96389 homo_ev=-8.36 gap_ev=9.4 total_charge=0 smiles=CC[C@@]12CCO[C@H]1C2 e_above_lowest_ev=5.028
C -1.88 -0.99 -0.37
C -1.15 -0.28 0.83
C 0.02 0.67 0.49
C 1.40 0.15 0.95
C 1.73 -0.87 -0.18
O 0.82 -0.65 -1.27
C 0.47 0.75 -0.95
C -0.59 1.71 -0.51
H -2.50 -0.29 -0.96
H -2.51 -1.90 -0.18
H -1.03 -1.25 -1.05
H -0.74 -1.15 1.44
H -1.84 0.35 1.43
H 2.02 1.07 1.02
H 1.53 -0.13 1.97
H 2.80 -0.78 -0.53
H 1.69 -1.90 0.13
H 1.40 1.34 -1.11
H -0.11 2.72 -0.35
H -1.55 1.43 -0.80